Entry 1:
The following is a DFT calculation (wB97M-V/def2-TZVPD) of a cluster of 2 separate species, C4H12N2S in total.

Geometry as XYZ:
```
19
Properties=species:S:1:pos:R:3
C 2.288 -0.715 0.660
C 1.296 0.177 0.301
C -1.139 0.775 0.074
C -3.200 -0.718 -0.671
N 3.669 -0.508 0.133
N -0.030 -0.032 0.455
S -4.354 -0.253 0.424
H 2.086 -1.634 1.160
H 1.528 1.072 -0.329
H -1.862 -0.090 -0.246
H -1.643 1.340 0.834
H -0.904 1.271 -0.876
H -2.754 -1.705 -0.592
H -3.255 -0.393 -1.728
H 3.700 0.229 -0.594
H 4.138 -1.344 -0.200
H 4.408 -0.177 0.771
H -0.191 -0.698 1.193
H -4.878 0.695 -0.431
```

Orbital gap, Eh: 0.2557
Relative energy (zero: lowest compared OMol25 entry of this formula, charge and spin), kcal per mole: 71.0
LUMO level, eV: -9.24
Net charge: +2

Results of the Löwdin charge analysis, in e, for atoms 1 through 6: -0.048, -0.100, -0.020, -0.373, 0.185, -0.052

Entry 2:
The following is a DFT calculation (wB97M-V/def2-TZVPD) of a structure of composition C34H37BrN8O7Sc.

Geometry as XYZ:
```
88
Properties=species:S:1:pos:R:3
Sc 0.040 0.832 1.342
N 2.658 -0.855 4.488
C 2.367 -0.774 3.193
N 1.286 -0.034 3.054
C 0.955 0.308 4.338
N 1.767 -0.173 5.240
C -0.240 1.108 4.629
C -0.605 1.468 5.916
N -1.702 2.180 6.149
C -2.431 2.530 5.092
C -2.071 2.168 3.803
N -0.974 1.456 3.573
H 3.412 -1.350 4.933
H 2.922 -1.261 2.405
H 0.000 1.171 6.765
H -3.327 3.111 5.276
H -2.672 2.447 2.945
C -4.010 -5.523 -0.546
C -2.515 -5.762 -0.287
C -1.957 -6.612 -1.430
C -2.345 -6.539 1.027
C -1.792 -4.418 -0.181
C -2.168 -3.491 0.790
C -1.480 -2.306 0.857
Br -1.991 -1.033 2.196
C -0.418 -1.919 0.027
O 0.164 -0.728 0.255
C -0.055 -2.833 -0.969
C -0.752 -4.048 -1.021
C 1.059 -2.641 -2.021
C 1.727 -1.268 -1.987
C 2.152 -3.700 -1.805
C 0.459 -2.801 -3.429
H -4.533 -6.479 -0.645
H -4.156 -4.955 -1.468
H -4.481 -4.970 0.272
H -2.499 -7.560 -1.472
H -0.898 -6.843 -1.284
H -2.078 -6.118 -2.398
H -2.844 -7.509 0.959
H -2.775 -5.999 1.874
H -1.286 -6.712 1.236
H -2.975 -3.684 1.488
H -0.453 -4.752 -1.784
H 2.188 -1.052 -1.023
H 0.996 -0.487 -2.202
H 2.500 -1.230 -2.760
H 2.597 -3.600 -0.810
H 2.943 -3.572 -2.549
H 1.766 -4.716 -1.899
H -0.338 -2.071 -3.595
H 0.042 -3.796 -3.593
H 1.236 -2.637 -4.181
O -1.430 1.859 0.357
C -1.635 3.079 0.142
C -0.877 4.151 0.653
C -1.247 5.460 0.276
C -0.552 6.515 0.762
C 0.533 6.334 1.649
C 0.909 5.082 2.035
C 0.226 3.932 1.550
O 0.578 2.762 1.908
N -0.939 7.877 0.360
O -1.829 7.990 -0.460
O -0.254 8.791 0.775
H -2.482 3.334 -0.503
H -2.079 5.632 -0.397
H 1.050 7.212 2.011
H 1.737 4.927 2.715
O -0.958 3.367 -5.184
C 0.398 3.004 -5.339
N 0.843 2.774 -3.980
C 2.099 2.365 -3.713
O 2.925 2.152 -4.583
C 2.442 2.133 -2.266
C 3.771 2.208 -1.884
C 4.104 1.969 -0.561
C 3.096 1.640 0.325
N 1.819 1.525 -0.043
C 1.506 1.771 -1.316
H -1.313 3.642 -6.034
H 0.988 3.796 -5.800
H 0.523 2.092 -5.921
H 0.208 3.071 -3.259
H 4.519 2.450 -2.630
H 5.127 2.039 -0.217
H 3.311 1.470 1.374
H 0.467 1.627 -1.586
```

Orbital gap, Eh: 0.2595
Relative energy (zero: lowest compared OMol25 entry of this formula, charge and spin), kcal per mole: 15.3
LUMO level, eV: -3.51
Net charge: +1

Results of the Löwdin charge analysis, in e, for atoms 1 through 6: 0.865, 0.062, -0.096, 0.069, -0.288, 0.165

Entry 3:
The following is a DFT calculation (wB97M-V/def2-TZVPD) of the molecule C13H12O2.

Geometry as XYZ:
```
27
Properties=species:S:1:pos:R:3
O -1.331 2.662 0.359
C -1.127 1.645 1.213
C -2.115 1.408 2.162
C -1.976 0.435 3.110
C -0.809 -0.350 3.143
C 0.201 -0.134 2.163
C 0.032 0.825 1.182
C 1.118 0.962 0.083
C 0.893 0.036 -1.098
C -0.114 0.333 -1.983
C -0.450 -0.489 -3.067
C 0.295 -1.622 -3.208
C 1.345 -1.991 -2.358
C 1.597 -1.177 -1.297
O 2.477 -1.525 -0.269
H -0.568 2.738 -0.213
H -2.979 2.072 2.278
H -2.768 0.273 3.864
H -0.626 -1.140 3.887
H 1.092 -0.724 2.171
H 1.217 1.978 -0.271
H 2.105 0.728 0.496
H -0.741 1.203 -1.784
H -1.236 -0.255 -3.729
H 0.063 -2.329 -3.998
H 1.794 -3.007 -2.502
H 2.610 -2.555 -0.331
```

Orbital gap, Eh: 0.3295
Relative energy (zero: lowest compared OMol25 entry of this formula, charge and spin), kcal per mole: 0.0
SMILES: Oc1ccccc1Cc1ccccc1O
LUMO level, eV: 0.66
Net charge: 0

Results of the Löwdin charge analysis, in e, for atoms 1 through 6: 0.066, -0.280, -0.039, -0.104, -0.077, -0.036